Record 1
ORCA calculation (the ωB97M-V functional and the def2-TZVPD basis) on C37H31N3O8PS2SeSn as an isolated structure.

The calculation puts the orbital gap at 6.374 eV.

ORCA input file:
```
! wB97M-V def2-TZVPD RIJCOSX def2/J DEFGRID3
* xyz 1 1
Sn -0.359 -0.570 -0.358
O -4.613 5.231 2.148
C -4.601 4.326 3.152
O -5.202 4.523 4.164
C -3.807 3.077 2.895
C -2.563 3.128 2.281
C -1.898 1.954 1.965
C -2.448 0.717 2.308
C -3.682 0.688 2.949
C -4.360 1.854 3.249
N -1.736 -0.446 1.918
C -1.889 -1.552 2.514
C -1.225 -2.769 1.999
C -1.390 -3.977 2.649
C -0.773 -5.112 2.135
C -0.017 -4.994 0.982
C 0.105 -3.745 0.389
N -0.481 -2.656 0.889
H -4.159 4.885 1.367
H -2.108 4.081 2.027
H -0.420 2.857 1.116
H -4.143 -0.264 3.181
H -5.325 1.828 3.737
H -2.521 -1.680 3.396
H -2.000 -4.025 3.542
H -0.889 -6.068 2.628
H 0.480 -5.845 0.538
H 0.707 -3.602 -0.498
O -1.319 0.603 -2.932
S -0.780 1.889 -3.239
O 0.511 2.036 -3.802
O -0.800 2.775 -1.851
C -2.041 2.860 -3.981
C -2.262 3.035 -5.328
C -3.394 3.751 -5.702
C -4.272 4.254 -4.750
C -4.039 4.077 -3.390
C -2.912 3.372 -3.024
S -2.336 3.164 -1.365
O -2.224 4.412 -0.698
O -2.911 2.036 -0.717
O -0.709 1.953 1.300
H -1.575 2.634 -6.062
H -3.588 3.925 -6.752
H -5.143 4.810 -5.068
H -4.711 4.483 -2.645
Se 1.646 -1.405 -1.855
C 1.388 -3.051 -2.769
C 0.481 -3.190 -3.810
C 0.403 -4.418 -4.452
N 1.145 -5.476 -4.125
C 2.008 -5.325 -3.123
C 2.170 -4.143 -2.413
H -0.143 -2.362 -4.117
H -0.290 -4.558 -5.275
H 2.606 -6.196 -2.873
H 2.894 -4.070 -1.609
C 1.505 -0.431 3.257
P 1.792 -0.345 1.455
C 2.664 1.224 1.192
C 2.470 1.900 -0.011
C 3.111 3.108 -0.256
C 3.952 3.647 0.706
C 4.162 2.973 1.903
C 3.526 1.764 2.144
C 3.096 -1.601 1.252
C 2.895 -2.866 1.807
C 3.844 -3.865 1.649
C 5.005 -3.608 0.933
C 5.204 -2.357 0.365
C 4.253 -1.359 0.518
H 2.450 -0.568 3.779
H 0.858 -1.278 3.485
H 1.014 0.481 3.595
H 1.824 1.480 -0.778
H 2.956 3.618 -1.199
H 4.452 4.590 0.522
H 4.828 3.387 2.648
H 3.716 1.241 3.073
H 1.990 -3.079 2.367
H 3.681 -4.841 2.089
H 5.753 -4.382 0.816
H 6.104 -2.156 -0.202
H 4.412 -0.394 0.053
*
```

Record 2
ORCA calculation (the ωB97M-V functional and the def2-TZVPD basis) on a 2-piece molecular cluster, C5H15NO overall in a non-equilibrium geometry.

The calculation puts the orbital gap at 8.683 eV.

ORCA input file:
```
! wB97M-V def2-TZVPD RIJCOSX def2/J DEFGRID3
* xyz 0 1
C -0.059 -1.812 0.290
C 1.350 -1.280 -0.255
N 1.153 0.114 -0.793
C 1.434 1.351 0.056
C 0.531 2.598 0.047
C -0.107 0.291 -1.521
H -0.736 -0.892 0.599
H -0.762 -2.467 -0.223
H 0.230 -2.398 1.150
H 1.537 -2.147 -0.989
H 2.066 -1.330 0.536
H 2.275 1.684 -0.418
H 1.641 0.962 1.096
H 0.977 3.100 -0.841
H 0.667 3.102 1.072
H -0.511 2.360 -0.185
H -0.117 1.270 -1.883
H -0.975 0.291 -0.953
H -0.174 -0.511 -2.347
H -3.624 -2.230 1.786
H -3.036 -0.733 1.787
O -3.761 -1.323 1.987
*
```

Record 3
ORCA calculation (the ωB97M-V functional and the def2-TZVPD basis) on C4H7FINO as an isolated structure in a non-equilibrium geometry.

The calculation puts the orbital gap at 9.695 eV.

ORCA input file:
```
! wB97M-V def2-TZVPD RIJCOSX def2/J DEFGRID3
* xyz 0 1
C 0.775 -1.471 0.167
C -1.206 0.630 -0.207
C 1.285 -0.416 -0.696
C 0.187 1.124 -0.256
N 0.919 -1.304 1.548
O 0.190 -2.416 -0.307
F 0.653 1.421 0.985
I 3.303 0.025 -0.317
H -1.326 -0.128 0.534
H -1.466 0.121 -1.198
H -2.012 1.497 -0.268
H 1.009 -0.518 -1.823
H 0.381 1.990 -0.962
H 1.225 -0.376 1.930
H 0.519 -2.043 2.080
*
```

The records above give, respectively, ΔE to the lowest compared entry with this formula, charge and spin values of 0.0 75.9 9.8 kcal per mole.